(i)
14
Properties=species:S:1:pos:R:3 method="wB97M-V/def2-TZVPD" mol_weight_da=105.09 smiles="O=C(O)NCCO"
O -2.810 1.571 -0.656
C -2.008 0.902 -0.074
O -2.336 0.420 1.154
N -0.730 0.619 -0.552
C 0.208 -0.111 0.244
C 1.437 -0.511 -0.580
O 2.050 -1.646 -0.002
H -1.665 -0.107 1.603
H -0.421 1.455 -1.036
H -0.218 -1.060 0.549
H 0.517 0.394 1.171
H 1.003 -0.852 -1.526
H 2.109 0.330 -0.746
H 2.863 -1.405 0.450

(ii)
14
Properties=species:S:1:pos:R:3 method="wB97M-V/def2-TZVPD" mol_weight_da=105.09
C 1.960 -0.204 -0.571
C 0.707 -0.152 0.290
O 1.050 -0.419 1.616
O -0.050 0.954 0.115
H 0.219 -0.403 2.112
H 1.922 0.520 -1.387
H 2.151 -1.194 -0.986
H 2.843 0.058 0.015
C -2.488 0.781 -0.105
O -0.200 -1.312 -0.098
N -1.608 0.342 0.685
H -0.720 -1.020 -0.863
H -2.309 1.058 -1.149
H -3.476 0.989 0.327

(iii)
14
Properties=species:S:1:pos:R:3 method="wB97M-V/def2-TZVPD" mol_weight_da=105.09 smiles="NC[C@H](O)OC=O"
N -0.600 1.257 1.071
C 0.352 0.167 0.900
C 0.690 0.159 -0.719
O 0.843 1.431 -1.149
O -0.417 -0.455 -1.364
C -0.569 -1.754 -0.939
O 0.291 -2.536 -0.662
H -0.612 1.596 2.026
H -1.536 0.968 0.804
H 0.074 -0.781 1.372
H 1.302 0.461 1.353
H 1.585 -0.450 -0.890
H 0.206 1.968 -0.636
H -1.610 -2.030 -1.167

(iv)
14
Properties=species:S:1:pos:R:3 method="wB97M-V/def2-TZVPD" mol_weight_da=105.09 smiles="CC(C)O[N+](=O)[O-]"
C -1.427 -0.107 -0.183
C -0.096 -0.017 0.687
C 1.291 0.290 -0.157
O -0.285 1.150 1.499
N 0.157 1.264 2.809
O -0.134 2.252 3.344
O 0.806 0.289 3.171
H -1.348 0.709 -0.956
H -1.402 -0.978 -0.812
H -2.258 0.002 0.396
H 0.082 -0.876 1.278
H 1.345 1.328 -0.472
H 1.422 -0.460 -0.953
H 2.034 -0.018 0.638

What are the relative energies? In hartree: (i) 0.0000; (ii) 0.1354; (iii) 0.0188; (iv) 0.1694.